Record 1
{
  "formula": "C9H18F3I2O3P2V",
  "method": "ωB97M-V with the def2-TZVPD basis set",
  "species": ["I", "I", "V", "P", "C", "C", "H", "H", "H", "H", "H", "H", "C", "H", "H", "H", "P", "C", "C", "H", "H", "H", "C", "H", "H", "H", "H", "H", "H", "C", "O", "F", "C", "F", "F", "C", "O", "O"],
  "positions_angstrom": [[-0.00342, -2.36931, -0.70700], [-0.16990, 2.48663, -2.03822], [-0.02012, 0.22104, -0.84953], [-2.29574, -0.40163, -0.37144], [-2.98295, -0.80333, -2.00603], [-2.82765, -1.85641, 0.64127], [-3.92311, -1.85254, 0.81926], [-4.32484, 0.75710, 0.21957], [-2.29569, -1.83321, 1.58874], [-3.02915, 0.96111, 1.45929], [-2.68501, -1.82716, -2.30186], [-2.56548, -2.80078, 0.11835], [-3.24299, 0.92544, 0.38224], [-4.07083, -0.74027, -1.94947], [-2.95389, 1.89148, -0.07560], [-2.59751, -0.08728, -2.76212], [2.28015, -0.41133, -0.35910], [2.99096, -0.82337, -1.98317], [3.24274, 0.90284, 0.40157], [2.27010, -1.85616, 1.59783], [3.89979, -1.87611, 0.82785], [2.53697, -2.81845, 0.12492], [2.79719, -1.87804, 0.65159], [3.02545, 0.93891, 1.47866], [4.32240, 0.72494, 0.23833], [4.08263, -0.77381, -1.90904], [2.62624, -0.10994, -2.74657], [2.95847, 1.87130, -0.05777], [2.68487, -1.84363, -2.27813], [0.10677, -0.02174, -2.74618], [0.14589, -0.15521, -3.89569], [-0.00356, 1.85664, 4.29183], [0.00268, 2.56933, 3.14674], [-1.07984, 3.40859, 3.14693], [1.09556, 3.39443, 3.14908], [-0.00015, 1.58955, 1.88864], [-0.01341, 0.33594, 2.02616], [0.01637, 2.30443, 0.83806]],
  "atomic_forces_ev_per_a": [[-0.1263, 0.0040, -0.6085], [-0.1157, 0.1071, 0.3360], [-0.1389, 1.6618, 3.8337], [-1.7098, -1.4374, 0.4003], [0.4666, 0.3070, -0.5622], [0.1722, -0.2682, -0.3582], [0.6188, 0.2752, -0.1850], [0.5157, -0.0521, 0.0661], [-0.0588, 0.0015, 0.1910], [-0.0490, -0.0069, -0.2814], [-0.1414, 0.5292, 0.1885], [-0.3254, 0.5946, 0.3221], [0.0568, 1.1052, -0.2235], [0.0147, 0.0266, -0.0954], [-0.2810, -0.3833, 0.3527], [-0.4998, -0.4117, 0.2937], [1.6652, -1.5783, 0.5762], [-0.2674, 0.3361, -0.4646], [-0.1678, 1.1451, -0.2392], [-0.0211, -0.0083, 0.2704], [-0.8073, 0.3031, -0.2006], [0.3400, 0.6006, 0.3587], [0.1952, -0.2122, -0.4623], [0.0472, -0.0101, -0.3174], [-0.5131, -0.0428, 0.0395], [-0.1573, 0.0180, -0.1051], [0.5293, -0.3582, 0.2491], [0.3082, -0.3773, 0.3801], [0.1283, 0.4676, 0.1685], [0.2275, -1.1047, -5.6019], [-0.0755, 0.0614, 3.4483], [0.0127, 0.6390, -1.1106], [-0.0424, 0.9516, 1.5461], [0.9907, -1.4028, -0.3193], [-1.0064, -1.3970, -0.3148], [-0.0226, -0.0350, 0.5586], [0.0833, 1.9836, -1.4479], [0.1546, -2.0321, -0.6815]],
  "total_charge": 2,
  "homo_lumo_gap_ev": [6.926, 3.732],
  "multiplicity": 3,
  "e_homo_ev": [-16.738, -15.805],
  "e_tot_ev": -84368.9112
}

Record 2
{
  "formula": "CH3BrO2S",
  "method": "ωB97M-V with the def2-TZVPD basis set",
  "species": ["C", "O", "O", "S", "Br", "H", "H", "H"],
  "positions_angstrom": [[0.28241, -0.34089, 0.78495], [1.06875, 0.97737, -1.28304], [-0.58774, -0.95940, -1.61736], [-0.08390, 0.14988, -0.87360], [-1.70601, 1.60537, -0.39154], [1.11807, -1.01587, 0.76524], [-0.56441, -0.95452, 1.24037], [0.47284, 0.53806, 1.37499]],
  "atomic_forces_ev_per_a": [[-1.6879, -1.4453, 0.8936], [-2.3270, -1.7161, 0.1868], [0.0086, 0.4279, -0.1543], [2.4774, 1.6422, 0.3855], [-0.0983, -0.1793, -0.3221], [0.6515, -0.0658, -0.2701], [0.8269, 1.0581, -0.8040], [0.1487, 0.2784, 0.0845]],
  "total_charge": 0,
  "homo_lumo_gap_ev": 10.658,
  "e_homo_ev": -11.076,
  "e_tot_ev": -86057.6228,
  "smiles": "CS(=O)(=O)Br"
}

Record 3
{
  "formula": "C3H7N3",
  "method": "ωB97M-V with the def2-TZVPD basis set",
  "species": ["C", "C", "C", "N", "N", "N", "H", "H", "H", "H", "H", "H", "H"],
  "positions_angstrom": [[0.37781, -0.41416, -0.98847], [0.13631, -0.99921, 1.41226], [-0.02668, 0.94649, -1.37022], [0.27778, -0.85280, 0.14599], [0.60211, 2.00694, -1.20006], [-0.93877, -1.52898, 1.96801], [0.85136, -1.01990, -1.84584], [1.00603, -0.77273, 2.05104], [-1.31558, 1.06567, -2.51028], [1.45447, 2.23502, -0.71973], [0.40224, 2.93205, -1.52667], [-0.86795, -1.92453, 2.93464], [-1.95913, -1.67384, 1.64934]],
  "atomic_forces_ev_per_a": [[1.2033, -0.2493, -2.1644], [-1.2755, -1.1174, 1.2757], [-3.9728, 0.0592, -4.1308], [0.1465, -0.2132, 0.5408], [1.0132, 1.7378, 0.4701], [-1.5138, -0.7132, 1.4644], [-0.8046, 0.6868, 1.1238], [-0.3291, -0.2670, -0.2899], [3.2349, -0.3854, 3.1376], [1.1414, -1.4314, 1.0563], [-1.6524, 0.5262, -1.1413], [0.3048, 0.9218, -0.9850], [2.5041, 0.4451, -0.3574]],
  "total_charge": 2,
  "homo_lumo_gap_ev": 9.390,
  "e_homo_ev": -19.588,
  "e_tot_ev": -7672.3575
}